Molecular formula: C51H72GeN2O5S3Si4Sn
Method: DFT, ωB97M-V/def2-TZVPD

Geometry as XYZ:
```
139
Properties=species:S:1:pos:R:3
Sn -0.4495 -0.2994 1.0740
O 2.3086 -1.3044 -2.3384
C 1.6523 -1.7936 -1.4608
O 0.3260 -2.0536 -1.6254
C 2.1653 -2.2747 -0.0707
O 3.1705 -2.9884 -0.1104
O 1.4482 -1.9576 0.9122
C -2.3858 -3.8887 4.8620
C -2.2966 -2.7010 5.5802
C -1.6163 -1.6064 5.0753
C -0.9839 -1.6527 3.8140
C -1.0567 -2.8744 3.1145
C -1.7530 -3.9554 3.6249
N -0.3472 -0.5648 3.2612
C 0.1890 0.3693 4.1580
C -0.2214 1.7035 4.1425
C 0.2821 2.6043 5.0714
C 1.2261 2.2088 6.0084
C 1.6646 0.8885 6.0091
C 1.1487 -0.0189 5.1020
H -2.9214 -4.7419 5.2608
H -2.7763 -2.6196 6.5508
H -1.5769 -0.6872 5.6464
H -0.5204 -2.9634 2.1786
H -1.7824 -4.8774 3.0530
H -0.9609 2.0074 3.4109
H -0.0687 3.6290 5.0533
H 1.6300 2.9219 6.7183
H 2.4272 0.5699 6.7113
H 1.4898 -1.0475 5.0932
C 0.8907 -5.3381 0.6979
Si 0.7422 -5.3984 -1.1663
C 2.4324 -5.6551 -1.9472
C -0.3407 -6.8913 -1.6056
Si -0.3356 -3.5252 -2.1137
Si -2.6225 -3.5801 -1.5672
C -2.8974 -4.1352 0.2016
C -3.4021 -4.8795 -2.7093
C -3.5070 -1.9553 -1.8791
Si -0.1065 -3.6218 -4.4545
C 1.6303 -3.1735 -5.0197
C -1.3067 -2.4107 -5.2584
C -0.4953 -5.3471 -5.1282
H 1.5656 -6.1299 1.0380
H -0.0831 -5.4953 1.1684
H 1.2903 -4.3848 1.0462
H 2.8933 -6.5699 -1.5616
H 3.0794 -4.8111 -1.6942
H 2.3648 -5.7394 -3.0351
H 0.1538 -7.8118 -1.2802
H -0.5275 -6.9715 -2.6789
H -1.3064 -6.8340 -1.0975
H -2.4847 -5.1314 0.3830
H -3.9681 -4.1670 0.4274
H -2.4267 -3.4360 0.8957
H -2.8667 -5.8311 -2.6827
H -3.4235 -4.5315 -3.7452
H -4.4343 -5.0680 -2.3976
H -2.9250 -1.1140 -1.5028
H -4.4656 -1.9536 -1.3508
H -3.6942 -1.7946 -2.9440
H 1.9540 -2.2395 -4.5563
H 1.6552 -3.0640 -6.1091
H 2.3524 -3.9425 -4.7370
H -1.2428 -1.4354 -4.7713
H -2.3414 -2.7502 -5.1640
H -1.0874 -2.2842 -6.3237
H 0.2512 -6.0717 -4.7934
H -0.4786 -5.3331 -6.2226
H -1.4770 -5.7017 -4.8086
C -7.0209 2.7294 2.0291
C -5.7773 1.9518 1.6150
C -4.7356 2.8457 0.9601
S -3.2278 1.8983 0.6365
O -2.6963 1.5865 1.9987
C -2.2198 3.2446 -0.0009
C -2.6304 3.7061 -1.3924
C -1.5633 4.6049 -2.0090
H -7.7645 2.0739 2.4856
H -7.4867 3.2186 1.1697
H -6.7687 3.5052 2.7553
H -6.0496 1.1487 0.9242
H -5.3221 1.4753 2.4855
H -4.4451 3.6660 1.6233
H -5.0930 3.2557 0.0117
H -1.2098 2.8013 0.0044
H -2.2422 4.0462 0.7438
H -3.5840 4.2441 -1.3562
H -2.7738 2.8310 -2.0325
H -1.4058 5.5015 -1.4038
H -1.8437 4.9163 -3.0176
H -0.6138 4.0706 -2.0721
C 0.7543 1.3239 0.5476
Ge 2.0672 2.4571 1.2402
C 1.4460 4.2281 1.9287
C 0.6903 5.0113 1.0528
C 0.2221 6.2679 1.4104
C 0.5081 6.7811 2.6701
C 1.2652 6.0253 3.5534
C 1.7268 4.7660 3.1821
C 3.1672 3.0834 -0.3095
C 2.5447 3.2373 -1.5511
C 3.2403 3.6975 -2.6626
C 4.5906 4.0076 -2.5595
C 5.2329 3.8455 -1.3397
C 4.5255 3.3900 -0.2323
C 3.4092 1.7804 2.5385
C 4.3492 2.5654 3.2098
C 5.3008 1.9960 4.0475
C 5.3360 0.6178 4.2191
C 4.4162 -0.1794 3.5528
C 3.4600 0.3989 2.7271
H 1.1994 0.9483 -0.3854
H 0.4624 4.6209 0.0658
H -0.3659 6.8489 0.7072
H 0.1432 7.7605 2.9594
H 1.4917 6.4124 4.5415
H 2.3013 4.1868 3.8945
H 1.4988 2.9606 -1.6450
H 2.7261 3.8034 -3.6122
H 5.1406 4.3621 -3.4246
H 6.2910 4.0677 -1.2507
H 5.0511 3.2566 0.7072
H 4.3467 3.6434 3.0777
H 6.0173 2.6271 4.5634
H 6.0792 0.1689 4.8695
H 4.4337 -1.2563 3.6745
H 2.7388 -0.2342 2.2174
S -0.3655 1.0720 -2.6389
C 0.1678 1.4685 -4.1183
N 1.4455 1.2865 -4.5535
C 1.6269 1.2839 -5.9905
C 0.6585 2.3445 -6.5013
S -0.7977 2.1679 -5.4274
H 2.0124 0.6919 -3.9582
H 1.3793 0.3052 -6.4194
H 2.6591 1.5291 -6.2433
H 0.3827 2.1826 -7.5413
H 1.0769 3.3444 -6.3847
```

Calculated values
* largest force on an atom: 0.41 eV/A
* total charge: -2



Molecular formula: C51H74N3O2SSe2SiW
Method: DFT, ωB97M-V/def2-TZVPD

Geometry as XYZ:
```
135
Properties=species:S:1:pos:R:3
W -1.2687 0.3280 0.1130
C 3.9925 5.6536 -2.5342
C 3.8725 5.0078 -1.1467
C 3.6998 6.1040 -0.0830
C 5.1551 4.2275 -0.8582
C 2.6427 4.1051 -1.0879
C 2.6849 2.8365 -0.5016
C 1.5179 2.1021 -0.4339
Se 1.5142 0.2436 -0.0067
C 1.5978 -0.2391 1.8272
C 2.7810 -0.7199 2.3480
C 2.7359 -1.4357 3.5528
C 1.4865 -1.6891 4.1086
C 0.2547 -1.2436 3.6016
C 0.3751 -0.4744 2.4633
O -0.7035 0.1103 1.8124
C -1.0290 -1.6158 4.3471
C -1.0088 -0.9196 5.7156
C -1.0486 -3.1397 4.5412
C -2.3209 -1.2226 3.6230
C 3.9940 -1.9619 4.2400
C 3.8949 -3.4907 4.3554
C 5.2604 -1.6024 3.4645
C 4.0766 -1.3408 5.6423
C 0.3323 2.5877 -0.9826
O -0.7616 1.7215 -0.9153
C 0.2265 3.8276 -1.5899
C 1.4217 4.5526 -1.6016
C -1.0859 4.3793 -2.1511
C -2.0722 4.5860 -0.9924
C -0.8692 5.7264 -2.8440
C -1.6849 3.4076 -3.1798
H 4.9180 6.2261 -2.5856
H 3.1816 6.3492 -2.7458
H 4.0204 4.9024 -3.3254
H 4.5714 6.7579 -0.0781
H 3.5957 5.6741 0.9147
H 2.8226 6.7202 -0.2854
H 6.0110 4.8915 -0.9702
H 5.2915 3.3953 -1.5524
H 5.1884 3.8447 0.1635
H 3.6071 2.4390 -0.1042
H 3.7168 -0.5545 1.8360
H 1.4577 -2.2791 5.0149
H -0.1649 -1.2420 6.3246
H -1.9201 -1.1581 6.2641
H -0.9499 0.1645 5.6046
H -0.2392 -3.4950 5.1760
H -0.9829 -3.6622 3.5845
H -1.9826 -3.4301 5.0218
H -2.4431 -0.1409 3.5336
H -3.1619 -1.5967 4.2073
H -2.4001 -1.6803 2.6284
H 3.6687 -3.9532 3.3921
H 3.1292 -3.7967 5.0688
H 4.8446 -3.8960 4.7037
H 5.2739 -2.0460 2.4661
H 6.1277 -1.9889 3.9974
H 5.3947 -0.5231 3.3706
H 3.2444 -1.6528 6.2737
H 4.0819 -0.2511 5.5937
H 4.9961 -1.6588 6.1330
H 1.4028 5.5312 -2.0517
H -1.7150 5.3513 -0.3024
H -2.2333 3.6622 -0.4278
H -3.0366 4.9098 -1.3842
H -0.5209 6.4952 -2.1544
H -1.8197 6.0704 -3.2504
H -0.1651 5.6538 -3.6740
H -2.0729 2.4930 -2.7242
H -0.9534 3.1359 -3.9437
H -2.5177 3.8941 -3.6876
C -8.1260 1.5785 1.4686
Si -6.7961 0.5341 0.7249
C -6.8258 0.5556 -1.1350
C -6.7411 -1.1768 1.4327
C -5.1247 1.3346 1.2677
C -5.0364 2.2475 2.3262
C -3.8173 2.7622 2.7840
C -2.6542 2.3710 2.1675
N -2.7306 1.5446 1.1092
C -3.8993 1.0372 0.7026
S -3.5032 -0.1438 -0.5681
H -9.1033 1.2193 1.1417
H -8.0432 2.6192 1.1476
H -8.1284 1.5471 2.5593
H -7.8386 0.7882 -1.4685
H -6.5566 -0.4091 -1.5671
H -6.1699 1.3190 -1.5587
H -7.5806 -1.7807 1.0859
H -6.7940 -1.1351 2.5224
H -5.8235 -1.6997 1.1520
H -5.9433 2.5624 2.8273
H -3.7754 3.4600 3.6079
H -1.6747 2.7222 2.4664
C -3.0062 -2.5631 -3.7571
C -1.6600 -2.8161 -4.4242
C -0.9231 -1.5380 -4.8088
C -0.3900 -0.7258 -3.6325
N 0.6265 -1.4677 -2.8634
C 0.4883 -2.1381 -1.7189
Se -0.9731 -2.1060 -0.5144
N 1.5890 -2.8489 -1.4552
C 1.8022 -3.7440 -0.2976
C 1.0772 -5.0754 -0.4150
C 1.5350 -5.9707 -1.5704
C 0.8377 -5.6857 -2.8969
C 2.4981 -2.6392 -2.4921
C 3.7765 -3.1497 -2.7143
C 4.4067 -2.7261 -3.8626
C 3.7929 -1.8306 -4.7627
C 2.5279 -1.3331 -4.5443
C 1.8919 -1.7622 -3.3788
H -3.5433 -3.4945 -3.5845
H -3.6392 -1.9305 -4.3807
H -2.8952 -2.0753 -2.7847
H -1.8122 -3.4001 -5.3324
H -1.0261 -3.4393 -3.7836
H -1.5912 -0.8760 -5.3657
H -0.0934 -1.7714 -5.4787
H -1.1933 -0.4363 -2.9423
H 0.0928 0.1889 -3.9799
H 1.4928 -3.1995 0.5977
H 2.8799 -3.8878 -0.2365
H -0.0026 -4.9029 -0.4935
H 1.2329 -5.5793 0.5416
H 1.3387 -7.0062 -1.2916
H 2.6209 -5.8995 -1.6852
H -0.2421 -5.8144 -2.7975
H 1.1744 -6.3739 -3.6705
H 1.0261 -4.6763 -3.2702
H 4.2498 -3.8448 -2.0366
H 5.3985 -3.0931 -4.0860
H 4.3298 -1.5340 -5.6524
H 2.0601 -0.6592 -5.2467
```

Calculated values
* largest force on an atom: 0.90 eV/A
* total charge: +3



Gap between HOMO and LUMO list, top to bottom, in eV: 4.52; 6.00
Energy above the lowest of the compared OMol25 structures with the same formula, charge and spin list, top to bottom, in eV: 0.000; 0.675